Here is C18H28N2O3S in the gas phase from the Open Molecules 2025 dataset. Energies are from the ωB97M-V functional and the def2-TZVPD basis.

Geometry as XYZ:
```
52
Properties=species:S:1:pos:R:3:forces:R:3:nbo_charge:R:1
C -4.7010 0.5214 0.6310 -0.1 0.1 -0.1 -0.627
H -5.3896 -0.1755 1.0982 -0.1 0.0 0.1 0.240
H -4.8655 1.5175 1.0348 0.0 0.1 0.0 0.214
H -3.6881 0.2096 0.8708 0.1 0.0 0.1 0.212
C -4.9166 0.5341 -0.8791 0.1 0.6 0.4 0.121
N -4.9472 -0.8364 -1.3715 0.2 -0.9 0.1 -0.886
S -4.1924 -2.1673 -0.7447 -0.2 0.1 -0.3 2.332
O -4.3819 -3.1774 -1.7455 0.2 0.1 -0.2 -0.944
O -4.6595 -2.4176 0.5858 0.3 0.3 0.0 -0.937
C -2.4424 -1.7786 -0.6704 -0.6 -0.2 0.1 -0.344
C -1.7498 -1.5918 -1.8512 0.1 0.0 -0.1 -0.200
C -0.4019 -1.2841 -1.8064 -0.1 0.0 0.1 -0.162
C 0.2567 -1.1707 -0.5856 0.0 -0.1 0.1 0.001
C -0.4568 -1.3767 0.5903 0.0 0.0 -0.1 -0.225
C -1.8062 -1.6839 0.5506 -0.1 0.0 0.1 -0.177
H -2.3774 -1.8628 1.4481 0.0 0.0 0.1 0.246
H 0.0482 -1.3053 1.5430 0.1 0.0 0.1 0.213
C 1.7064 -0.7856 -0.5402 -0.1 0.2 0.0 -0.409
H 2.2296 -1.1828 -1.4116 0.1 0.0 0.0 0.226
H 2.1711 -1.1956 0.3575 0.0 -0.1 0.0 0.207
C 1.8405 0.7466 -0.5504 0.2 -0.1 -0.1 -0.483
C 3.3052 1.1583 -0.5906 -0.5 0.1 -0.1 0.687
O 3.8348 1.4375 -1.6512 0.0 0.0 -0.4 -0.637
N 3.9875 1.1998 0.5757 0.3 0.2 0.3 -0.443
C 3.5212 0.8306 1.8913 -0.2 -0.3 0.2 -0.210
H 2.4571 0.6055 1.8796 0.0 0.1 0.0 0.209
C 4.3105 -0.3730 2.4159 0.0 0.3 0.2 -0.407
C 5.8020 -0.0510 2.4311 0.0 -0.2 -0.2 -0.399
C 6.2457 0.3799 1.0358 -0.1 0.2 0.2 -0.406
C 5.3944 1.5546 0.5586 0.4 -0.1 -0.4 -0.227
H 5.6508 1.8334 -0.4643 0.0 0.0 0.2 0.253
H 5.5475 2.4183 1.2163 0.0 0.0 0.0 0.183
H 7.2962 0.6722 1.0418 0.0 0.0 -0.1 0.214
H 6.1269 -0.4519 0.3388 0.0 0.0 -0.1 0.204
H 6.3708 -0.9235 2.7566 0.0 0.0 0.1 0.213
H 5.9920 0.7582 3.1404 0.0 0.0 0.1 0.195
H 3.9624 -0.6251 3.4188 0.0 0.0 0.0 0.212
H 4.1340 -1.2330 1.7660 -0.1 0.0 0.0 0.199
H 3.6825 1.6831 2.5646 -0.1 0.0 0.0 0.191
H 1.3155 1.1859 0.2983 0.0 0.0 0.0 0.211
H 1.3870 1.1306 -1.4657 0.1 0.0 0.1 0.238
H 0.1491 -1.1348 -2.7231 0.1 0.0 -0.1 0.212
H -2.2706 -1.7026 -2.7894 0.0 0.0 -0.2 0.232
H -5.0114 -0.9157 -2.3727 0.0 -0.2 -0.2 0.408
C -6.2763 1.1646 -1.2049 0.3 -0.3 0.1 -0.604
H -7.0677 0.5968 -0.7245 -0.1 0.0 0.1 0.222
H -6.3118 2.1916 -0.8515 0.0 0.1 0.0 0.211
H -6.4504 1.1595 -2.2783 -0.1 0.0 -0.2 0.204
C -3.7966 1.3291 -1.5647 -0.2 -0.2 0.2 -0.620
H -3.7957 2.3555 -1.2068 0.0 0.1 0.0 0.215
H -2.8254 0.8871 -1.3522 0.1 0.0 0.0 0.216
H -3.9433 1.3415 -2.6430 0.0 0.0 -0.2 0.204
```
Positions in Å, forces in eV/Å.

Computed properties:
spin multiplicity = 1
orbital gap = 0.362 hartree
E_HOMO = -0.3414 hartree



Here is C18H28N4O4S in the gas phase in a non-equilibrium geometry from the Open Molecules 2025 dataset. Energies are from the ωB97M-V functional and the def2-TZVPD basis.

Geometry as XYZ:
```
55
Properties=species:S:1:pos:R:3:forces:R:3:nbo_charge:R:1
C -2.4635 3.1714 -1.9904 0.0 -0.1 -0.2 -0.615
H -1.5949 3.3265 -1.3543 0.1 0.0 0.1 0.212
H -2.5088 3.9617 -2.7353 0.0 0.1 0.0 0.214
H -3.3605 3.2335 -1.3779 0.0 0.0 0.0 0.234
C -2.4079 1.7885 -2.6460 -0.1 0.1 0.0 -0.140
N -1.1078 1.4834 -3.2378 -0.1 0.2 0.0 -0.466
C -0.5139 2.5052 -4.0847 0.0 0.3 -0.2 -0.223
C -1.2012 2.6367 -5.4457 0.2 0.0 0.2 -0.245
N -1.1270 1.3640 -6.1389 0.0 0.0 0.1 -0.439
C -1.6630 1.4415 -7.4789 0.0 0.0 0.0 -0.405
H -1.1101 2.1940 -8.0392 0.0 0.0 -0.1 0.201
H -1.5353 0.4773 -7.9685 0.0 0.0 -0.1 0.202
H -2.7330 1.7053 -7.4967 0.0 0.0 0.0 0.163
C -1.7781 0.3310 -5.3539 0.1 -0.1 0.2 -0.244
C -1.1163 0.2256 -3.9764 -0.1 -0.2 -0.2 -0.229
H -1.6255 -0.5385 -3.3853 0.1 0.0 0.0 0.209
H -0.0732 -0.0730 -4.1137 -0.1 -0.1 0.0 0.207
H -1.6678 -0.6225 -5.8752 -0.1 0.0 0.0 0.210
H -2.8601 0.5301 -5.2395 0.0 0.0 -0.1 0.162
H -0.6809 3.3883 -6.0441 -0.1 0.0 0.0 0.207
H -2.2480 2.9692 -5.3117 0.0 0.0 0.0 0.158
H -0.5109 3.4624 -3.5654 0.0 0.0 0.0 0.207
H 0.5239 2.2031 -4.2546 0.0 0.1 0.0 0.206
C -2.6816 0.7792 -1.5225 0.3 0.1 -0.3 0.692
O -3.7928 0.3809 -1.2581 -0.3 -0.1 0.1 -0.607
N -1.5404 0.4652 -0.8515 0.4 0.1 -0.1 -0.626
C -1.3580 -0.3887 0.2286 -0.1 -0.3 0.5 0.153
C -2.4154 -1.0387 0.8657 -0.2 0.1 -0.1 -0.228
C -2.1710 -1.8822 1.9350 0.3 0.0 0.1 -0.186
C -0.8796 -2.0867 2.3942 0.0 -0.2 0.1 -0.210
C 0.1601 -1.4333 1.7616 0.4 -0.2 0.0 -0.326
C -0.0577 -0.5924 0.6930 -0.1 0.1 -0.2 -0.184
H 0.7888 -0.1191 0.2200 0.1 0.1 -0.1 0.227
S 1.8281 -1.6214 2.3771 -0.5 0.3 0.1 2.317
O 1.9695 -2.9232 2.9636 -0.3 0.1 0.2 -0.937
O 2.7464 -1.2213 1.3477 -0.2 0.2 0.0 -0.944
N 1.8049 -0.4530 3.5919 0.1 -0.7 -0.7 -0.679
C 2.6688 0.6931 3.3870 0.5 0.3 -0.2 -0.254
H 2.6616 0.9306 2.3249 0.1 0.2 0.1 0.231
C 4.0948 0.3791 3.8476 -0.1 0.2 -0.2 -0.089
H 4.7251 1.2691 3.8077 0.0 -0.1 -0.1 0.196
O 4.1112 -0.0541 5.1900 0.0 0.1 0.2 -0.524
C 3.3201 -1.2098 5.3630 -0.3 -0.1 0.1 -0.090
H 3.3879 -1.4689 6.4208 0.0 -0.1 -0.1 0.197
C 1.8679 -0.9514 4.9523 0.2 -0.4 0.4 -0.254
H 1.2966 -1.8765 4.9968 0.0 0.0 0.2 0.231
H 1.4145 -0.2004 5.6070 0.0 -0.1 -0.1 0.204
H 3.7138 -2.0351 4.7518 0.0 0.0 0.1 0.179
H 4.5094 -0.4003 3.1912 0.0 0.1 0.1 0.178
H 2.2592 1.5306 3.9606 0.0 -0.1 -0.1 0.204
H -0.6636 -2.7509 3.2145 -0.1 -0.1 0.1 0.232
H -2.9981 -2.3846 2.4126 -0.1 0.0 0.0 0.221
H -3.4198 -0.8821 0.5082 0.0 0.0 0.0 0.258
H -0.7014 0.8488 -1.2783 -0.2 0.0 0.0 0.429
H -3.2430 1.7096 -3.3591 0.1 -0.1 0.2 0.202
```
Positions in Å, forces in eV/Å.

Computed properties:
spin multiplicity = 1
orbital gap = 0.340 hartree
E_HOMO = -0.3193 hartree